[1]
The following is a quantum chemistry calculation of a 2-piece molecular cluster, C15H30BrIN2O3PS overall at a distorted geometry, from the OMol25 dataset.

For the HOMO-LUMO gap, the calculation gives 6.810 eV. As for the total energy: -123423.7875 eV. The energy above the lowest of the compared OMol25 structures with the same formula, charge and spin comes out at 0.000 eV. As for the HOMO energy: -10.38 eV.

Geometry as ORCA input:
```
! RIJCOSX wB97M-V def2-TZVPD def2/J DEFGRID3
* xyz 1 1
C -0.203 4.332 0.427
C -0.783 3.135 -0.356
C 0.080 1.848 -0.322
C 0.754 1.393 -1.630
P 1.577 -0.275 -1.249
C 2.861 -0.047 0.045
C 0.341 -1.440 -0.552
C -0.150 1.328 -2.866
I -2.079 0.447 -2.724
N -0.091 2.627 -3.539
C 0.957 3.359 -3.002
O 1.127 4.553 -3.075
C 1.848 2.321 -2.239
S 2.816 3.399 -1.067
C 2.923 1.635 -3.091
C 3.360 2.500 -4.247
O 2.662 2.830 -5.166
Br 5.241 3.067 -4.219
H -0.887 4.591 1.221
H 0.721 4.075 0.913
H -0.051 5.184 -0.213
H -1.045 3.427 -1.360
H -1.715 2.892 0.135
H 0.817 1.920 0.464
H -0.584 1.038 -0.045
H 2.727 0.801 0.705
H 2.884 -0.933 0.663
H 3.805 0.064 -0.460
H -0.095 -1.112 0.389
H 0.842 -2.379 -0.354
H -0.471 -1.639 -1.235
H 0.357 0.651 -3.542
H -0.983 3.104 -3.489
H 2.614 2.810 0.114
H 2.605 0.692 -3.523
H 3.792 1.435 -2.493
C -3.360 -4.634 3.094
C -1.871 -4.464 3.355
C -1.445 -3.037 3.694
O -1.450 -2.252 2.520
C -2.600 -1.416 2.327
N -1.121 -4.812 2.094
H -3.673 -4.133 2.176
H -3.622 -5.689 3.000
H -3.935 -4.224 3.920
H -1.549 -5.159 4.129
H -0.412 -3.050 4.054
H -2.060 -2.614 4.488
H -3.051 -1.115 3.272
H -3.343 -1.926 1.710
H -2.270 -0.528 1.794
H -1.482 -5.645 1.630
H -0.121 -4.938 2.265
H -1.206 -4.000 1.463
*
```

---

[2]
The following is a quantum chemistry calculation of C15H30BrNOP2Ti as an isolated structure at a distorted geometry, from the OMol25 dataset.

For the HOMO-LUMO gap (alpha / beta), the calculation gives 4.721 / 6.031 eV. As for the total energy: -131313.9869 eV. The energy above the lowest of the compared OMol25 structures with the same formula, charge and spin comes out at 0.000 eV. As for the HOMO energy (alpha / beta): -5.12 / -5.73 eV.

Geometry as ORCA input:
```
! RIJCOSX wB97M-V def2-TZVPD def2/J DEFGRID3
* xyz 0 1
Ti -0.023 -0.344 0.295
P 2.266 -0.529 -0.949
P -2.392 0.461 1.162
N -0.642 0.132 -1.284
H 0.059 -2.087 -0.356
C 2.943 -2.220 -1.121
H 3.919 -2.183 -1.623
H 2.255 -2.831 -1.721
H 3.059 -2.693 -0.138
C 3.647 0.481 -0.310
H 4.565 0.238 -0.860
H 3.813 0.334 0.763
H 3.399 1.538 -0.472
C 2.241 0.048 -2.691
H 3.241 -0.057 -3.138
H 1.944 1.106 -2.714
H 1.514 -0.525 -3.280
C -3.635 -0.705 1.809
H -4.561 -0.157 2.037
H -3.267 -1.192 2.720
H -3.837 -1.477 1.055
C -2.124 1.608 2.555
H -3.049 1.772 3.121
H -1.752 2.563 2.167
H -1.359 1.188 3.218
C -3.336 1.525 -0.008
H -4.310 1.822 0.410
H -3.497 0.994 -0.955
H -2.747 2.426 -0.228
C -1.166 0.245 -2.519
C -2.051 -0.743 -4.570
C -1.559 -0.899 -3.278
C -1.293 1.538 -3.109
C -1.791 1.675 -4.396
C -2.178 0.539 -5.121
H -2.329 -1.625 -5.150
H -1.443 -1.886 -2.811
H -0.964 2.387 -2.502
H -1.871 2.670 -4.834
H -2.560 0.660 -6.133
C 1.726 -0.150 2.818
O 0.968 0.311 1.898
C 2.556 -1.359 2.653
H 2.667 -1.832 3.638
H 3.575 -1.103 2.314
H 2.131 -2.107 1.965
C 1.788 0.562 4.111
H 1.245 -0.016 4.880
H 1.350 1.564 4.054
H 2.831 0.635 4.450
Br -0.557 -2.783 0.904
*
```

---

[3]
The following is a quantum chemistry calculation of C15H30ClINO4S2Si as an isolated structure at a distorted geometry, from the OMol25 dataset.

For the HOMO-LUMO gap, the calculation gives 8.762 eV. As for the total energy: -75887.6721 eV. As for the HOMO energy: -12.56 eV.

Geometry as ORCA input:
```
! RIJCOSX wB97M-V def2-TZVPD def2/J DEFGRID3
* xyz 1 1
C -1.483 -0.117 -5.018
Si -1.396 0.150 -3.157
C -3.157 0.504 -2.563
C -0.690 -1.413 -2.349
O -0.461 1.512 -2.753
C -0.211 1.643 -1.357
C 1.264 1.244 -1.162
N 1.651 0.863 0.210
C 1.638 1.538 1.315
C 1.163 2.965 1.485
C -0.386 3.156 1.628
C -1.184 1.930 2.036
C -2.665 2.278 2.254
S -3.604 0.739 2.149
O -3.270 0.059 0.939
O -3.438 -0.012 3.348
Cl -5.564 1.313 2.068
S 2.291 0.601 2.650
C 2.080 -1.042 1.781
I 0.136 -1.673 2.490
C 3.253 -1.999 2.002
C 3.312 -3.193 1.042
C 2.129 -4.141 1.131
O 2.508 -5.424 0.661
C 2.161 -0.506 0.346
H -0.794 0.538 -5.550
H -2.476 0.144 -5.383
H -1.308 -1.153 -5.295
H -3.887 -0.134 -3.051
H -3.181 0.422 -1.476
H -3.355 1.542 -2.833
H 0.394 -1.440 -2.476
H -1.135 -2.310 -2.766
H -0.909 -1.365 -1.277
H -0.325 2.698 -1.132
H -0.916 0.995 -0.833
H 1.877 2.096 -1.449
H 1.454 0.417 -1.831
H 1.567 3.558 0.667
H 1.642 3.327 2.390
H -0.533 3.896 2.415
H -0.823 3.592 0.735
H -1.164 1.135 1.297
H -0.740 1.510 2.935
H -3.012 2.887 1.420
H -2.856 2.714 3.228
H 4.157 -1.411 1.826
H 3.308 -2.310 3.043
H 4.183 -3.780 1.335
H 3.469 -2.872 0.014
H 1.737 -4.195 2.149
H 1.321 -3.773 0.485
H 1.690 -5.934 0.612
H 1.429 -1.110 -0.206
H 3.108 -0.662 -0.166
*
```

---

[4]
The following is a quantum chemistry calculation of C15H30CoO9 as an isolated structure at a distorted geometry, from the OMol25 dataset.

For the HOMO-LUMO gap (alpha / beta), the calculation gives 11.259 / 10.333 eV. As for the total energy: -72083.4832 eV. The expectation value of S² is 3.75. The energy above the lowest of the compared OMol25 structures with the same formula, charge and spin comes out at 0.000 eV. As for the HOMO energy (alpha / beta): -16.32 / -16.12 eV.

Geometry as ORCA input:
```
! RIJCOSX wB97M-V def2-TZVPD def2/J DEFGRID3
* xyz 2 4
Co 1.076 0.082 -0.463
O 1.334 -2.057 -0.270
C 0.720 -3.098 -0.418
O -0.598 -3.096 -0.563
C -1.076 -4.429 -0.909
C 0.191 -5.157 -1.387
C 1.257 -4.496 -0.530
H -1.792 -4.295 -1.711
H -1.487 -4.942 -0.042
H 0.320 -4.961 -2.454
H 0.150 -6.241 -1.307
H 2.280 -4.574 -0.882
H 1.239 -4.882 0.498
O 0.342 2.146 -0.381
C -0.011 3.282 -0.651
O 0.854 4.194 -1.031
C 0.222 5.480 -1.233
C -1.176 5.345 -0.620
C -1.413 3.833 -0.542
H 0.160 5.754 -2.285
H 0.845 6.230 -0.754
H -1.919 5.830 -1.255
H -1.279 5.886 0.320
H -2.039 3.523 -1.377
H -1.844 3.491 0.395
O -0.366 -0.149 0.930
C -1.298 -0.064 1.698
O -2.376 0.627 1.366
C -3.342 0.634 2.432
C -2.900 -0.471 3.410
C -1.413 -0.602 3.096
H -4.328 0.411 2.032
H -3.416 1.594 2.940
H -3.422 -1.410 3.242
H -3.041 -0.167 4.444
H -0.982 -1.595 3.191
H -0.820 0.089 3.706
C -1.647 0.035 -1.998
O -0.256 -0.315 -2.010
H -1.996 0.400 -2.962
H -2.254 -0.829 -1.723
H -1.849 0.797 -1.247
H 0.052 -0.297 -2.921
C 2.956 -0.889 2.005
O 2.422 0.184 1.193
H 3.387 -1.614 1.320
H 3.752 -0.523 2.650
H 2.170 -1.363 2.591
H 2.296 0.919 1.806
C 4.063 0.289 -1.747
O 2.626 0.196 -1.753
H 4.503 -0.214 -2.601
H 4.338 1.348 -1.767
H 4.484 -0.072 -0.813
H 2.302 0.204 -2.659
*
```